Entry 1:
Molecular formula: C31H34AsN7O5RbS
Method: DFT, the ωB97M-V functional and the def2-TZVPD basis

The geometry in XYZ format:
```
80
Properties=species:S:1:pos:R:3:forces:R:3:mulliken_charge:R:1
Rb 0.761 0.041 1.217 0.372 -0.157 0.265 0.65
O 3.465 -3.967 2.429 -0.025 0.047 0.012 -0.87
C 2.892 -2.995 1.874 -0.075 -0.170 0.119 -0.15
N 1.762 -2.415 2.224 0.202 -0.177 -0.108 -0.05
C 1.205 -3.055 3.382 -0.047 -0.050 0.169 -0.75
C -0.047 -2.429 3.953 0.004 -0.049 0.041 0.32
C -0.682 -3.089 5.016 -0.012 0.013 -0.006 -0.78
C -1.812 -2.545 5.586 0.033 -0.013 -0.022 -0.33
C -2.301 -1.340 5.088 -0.002 0.022 -0.005 -0.93
C -1.619 -0.756 4.040 0.062 -0.028 0.002 -0.50
N -0.525 -1.283 3.478 -0.026 0.003 0.006 0.43
C 3.588 -2.474 0.618 0.019 -0.001 0.009 0.34
C 4.675 -3.210 0.137 -0.014 0.028 -0.034 -0.55
C 5.303 -2.810 -1.027 -0.001 -0.027 0.016 -0.30
C 4.838 -1.680 -1.687 -0.037 0.033 0.009 -1.24
C 3.772 -0.999 -1.126 0.033 -0.016 0.019 -0.71
N 3.163 -1.373 -0.002 -0.120 0.025 -0.010 0.54
H 1.937 -3.113 4.204 -0.002 0.053 0.008 0.32
H 0.967 -4.116 3.199 0.041 0.015 -0.090 0.33
H -0.267 -4.022 5.379 -0.011 0.013 -0.007 0.43
H -2.308 -3.046 6.409 -0.009 0.004 0.001 0.39
H -3.179 -0.863 5.504 0.002 -0.010 0.010 0.42
H -1.953 0.187 3.617 -0.020 -0.005 0.010 0.53
H 4.974 -4.080 0.702 0.003 -0.001 -0.003 0.53
H 6.139 -3.375 -1.422 0.000 0.002 -0.001 0.39
H 5.283 -1.334 -2.612 0.011 -0.005 0.012 0.47
H 3.380 -0.103 -1.597 0.007 0.008 -0.014 0.90
C -3.581 -1.460 1.221 -0.024 0.015 0.023 -1.51
C -3.330 0.003 1.093 -0.017 -0.111 -0.008 -0.12
N -2.168 0.540 0.798 -0.014 0.192 -0.110 0.45
C -2.366 1.905 0.774 -0.001 0.166 0.096 0.68
C -3.679 2.180 1.071 -0.009 -0.108 0.044 -0.34
N -4.273 0.956 1.262 0.025 0.040 0.029 0.08
C -4.521 3.393 1.219 -0.126 -0.005 -0.264 0.54
O -3.937 4.541 1.032 0.313 -0.001 0.029 -0.62
O -5.708 3.260 1.464 0.056 -0.015 0.102 -0.69
C -1.231 2.878 0.516 -0.266 -0.262 0.087 0.32
O -1.514 4.110 0.562 -0.156 -0.025 -0.020 -0.94
O -0.122 2.375 0.299 0.052 0.455 -0.290 -0.30
H -2.622 -1.973 1.243 -0.007 -0.003 -0.009 0.09
H -4.166 -1.838 0.380 0.010 0.006 -0.008 0.41
H -4.115 -1.693 2.143 0.001 0.013 -0.003 0.47
H -5.247 0.858 1.502 0.012 0.006 -0.017 0.23
H -2.904 4.397 0.834 -0.104 0.057 0.015 0.45
C 2.364 4.239 1.225 0.024 -0.062 -0.032 -0.99
N 3.303 3.133 1.112 0.056 0.082 -0.019 0.37
C 4.119 2.872 0.024 0.058 0.055 -0.002 -0.24
C 4.851 1.779 0.314 -0.086 -0.065 0.056 -0.71
N 4.460 1.376 1.577 0.101 0.040 -0.032 0.11
C 3.508 2.205 2.082 -0.095 -0.064 -0.165 -0.37
S 2.737 2.066 3.556 -0.065 0.018 0.187 -0.36
H 2.666 5.013 0.521 0.008 0.007 0.015 0.32
H 2.403 4.621 2.242 -0.020 0.004 -0.003 0.34
H 1.355 3.902 0.990 -0.029 -0.001 0.018 0.34
H 4.104 3.493 -0.855 -0.003 -0.013 0.026 0.45
H 5.585 1.245 -0.260 -0.015 0.003 -0.013 0.53
H 4.754 0.551 2.071 -0.034 -0.018 -0.031 0.27
C 1.169 -0.904 -3.800 -0.076 -0.008 -0.053 -1.38
As 0.319 -0.061 -2.244 0.118 0.077 -0.025 0.55
C -0.043 1.677 -3.065 -0.022 -0.041 0.024 -1.25
C -1.474 -0.909 -2.367 0.009 -0.053 -0.008 -0.51
C -2.285 -0.529 -3.556 -0.052 0.012 -0.017 0.35
C -3.127 0.585 -3.503 0.007 -0.030 -0.027 -0.02
C -3.857 0.981 -4.613 0.012 -0.001 0.009 -0.69
C -3.761 0.271 -5.803 -0.023 0.029 0.014 -0.45
C -2.934 -0.841 -5.868 0.024 -0.030 -0.003 -0.66
C -2.205 -1.238 -4.755 -0.036 0.037 -0.011 -0.39
H 0.564 -0.815 -4.704 -0.015 -0.006 0.013 0.45
H 1.356 -1.955 -3.578 0.004 -0.012 -0.029 0.37
H 2.131 -0.420 -3.974 0.004 0.009 0.017 0.41
H -0.524 1.579 -4.037 -0.011 0.009 -0.008 0.39
H 0.913 2.189 -3.176 0.002 0.008 -0.005 0.43
H -0.660 2.265 -2.388 0.007 0.013 -0.014 0.20
H -1.973 -0.627 -1.441 -0.016 0.033 0.027 -0.57
H -1.287 -1.984 -2.328 0.008 -0.001 -0.025 0.65
H -3.203 1.146 -2.577 0.008 -0.011 -0.005 0.43
H -4.502 1.848 -4.546 0.004 -0.013 -0.011 0.42
H -4.331 0.580 -6.670 0.005 -0.004 0.001 0.37
H -2.858 -1.408 -6.789 -0.002 0.009 0.015 0.37
H -1.571 -2.115 -4.812 0.004 0.007 0.011 0.43
```
Forces are in eV/Å.

- Orbital gap: 0.2565 hartree
- HOMO: -5.047 eV
- Total charge: -1
- E_LUMO: 1.93 eV

Entry 2:
Molecular formula: C31H34BBrCrF4N6PS
Method: DFT, the ωB97M-V functional and the def2-TZVPD basis

The geometry in XYZ format:
```
80
Properties=species:S:1:pos:R:3:forces:R:3:lowdin_spin:R:1
Cr 0.955 0.029 0.615 -1.269 -0.148 0.464 3.24
N 0.372 -0.029 2.734 -0.082 1.948 -1.403 -0.02
C -0.933 0.496 3.153 -1.389 0.084 -2.037 0.00
C -1.215 0.722 4.495 -0.220 -0.481 -0.278 0.00
C -2.509 1.126 4.839 -0.822 0.423 -0.687 0.00
C -3.514 1.222 3.824 -0.038 1.405 2.152 0.00
C -3.246 0.975 2.498 0.661 -0.302 0.694 0.00
C -1.942 0.648 2.112 0.937 -0.450 1.663 -0.01
P -1.637 0.196 0.385 -0.427 -0.198 0.771 -0.10
C -2.319 1.521 -0.596 -0.596 2.983 -1.827 -0.01
C -2.900 2.779 -0.113 1.511 -2.615 -1.278 -0.01
C -3.300 3.731 -1.021 -0.630 1.587 -0.275 0.00
C -3.252 3.645 -2.421 0.305 -1.900 0.371 -0.01
C -2.700 2.435 -2.894 0.529 -0.233 -0.449 0.00
C -2.206 1.444 -2.028 -0.411 0.361 1.795 -0.01
C -2.759 -1.213 0.047 -0.183 0.306 -0.015 -0.02
C -3.410 -1.428 -1.176 -0.307 0.103 -1.012 -0.01
C -3.982 -2.676 -1.457 0.971 0.892 0.889 0.00
C -4.008 -3.589 -0.413 -0.956 -1.127 -0.456 -0.02
C -3.700 -3.271 0.899 0.182 -0.286 -0.470 0.00
C -3.003 -2.108 1.089 0.127 0.710 0.819 -0.01
H 1.125 0.571 3.097 -0.251 -0.831 0.468 0.00
H 0.402 -0.997 3.021 0.611 -0.818 0.666 0.00
H -0.454 0.452 5.237 -0.323 0.441 -0.168 0.00
H -2.769 1.420 5.876 0.256 -0.472 -0.784 0.00
H -4.502 1.683 4.120 1.096 -1.012 -0.365 0.00
H -4.083 0.995 1.837 -0.188 0.090 -0.741 0.00
H -2.952 2.971 0.933 -0.124 0.151 0.537 0.00
H -3.686 4.668 -0.622 -0.033 -0.220 0.098 0.00
H -3.705 4.405 -3.071 0.484 -0.370 0.355 0.00
H -2.548 2.151 -3.949 -0.450 0.724 0.375 0.00
H -1.761 0.552 -2.441 0.087 -0.091 -0.283 0.00
H -3.614 -0.631 -1.908 0.769 -0.366 0.327 0.00
H -4.325 -2.895 -2.460 -0.248 -0.060 0.213 0.00
H -4.383 -4.581 -0.624 -0.168 -0.098 0.032 0.00
H -3.925 -3.955 1.716 0.211 0.216 -0.202 0.00
H -2.719 -1.818 2.090 0.281 -0.243 0.070 0.00
Br 1.198 -0.669 -5.851 0.179 0.014 -1.465 0.00
C 1.454 -0.873 -4.078 -0.454 -0.690 2.401 0.01
C 2.390 -0.137 -3.335 -0.350 0.643 -1.056 0.00
C 2.162 0.038 -2.002 0.263 -0.511 -0.021 0.02
N 1.208 -0.616 -1.342 0.020 -0.296 1.104 -0.01
C 0.539 -1.612 -1.955 -0.821 0.017 -0.468 0.00
C 0.586 -1.725 -3.341 0.232 -0.085 -0.251 0.00
H 3.166 0.474 -3.789 -0.128 -0.270 -0.217 0.00
H 2.814 0.678 -1.430 -0.027 0.300 0.174 0.00
H -0.146 -2.274 -1.370 0.660 0.838 -0.345 0.00
H -0.073 -2.453 -3.845 0.486 0.552 0.280 0.00
F -0.511 -2.827 1.628 0.688 0.383 -0.205 0.00
B -0.352 -3.544 2.864 0.121 -2.408 0.714 0.00
F -1.554 -4.024 3.351 0.178 0.634 -0.453 0.00
F 0.225 -2.640 3.792 0.226 0.178 -0.484 0.00
F 0.515 -4.690 2.617 -0.480 1.921 -0.038 0.00
S 0.865 2.580 0.573 0.033 -0.792 0.382 -0.05
C 1.423 3.284 -0.896 1.066 0.400 -2.035 -0.01
N 0.733 3.344 -2.064 0.691 -0.278 1.355 -0.01
C 1.563 3.958 -3.137 -1.312 0.538 -0.504 0.00
C 2.878 4.298 -2.455 0.833 0.712 0.725 0.00
N 2.671 3.838 -1.057 -2.104 -0.810 -0.182 -0.01
H -0.233 2.967 -2.163 1.062 0.429 0.089 0.00
H 1.071 4.892 -3.519 0.329 -0.953 0.334 0.00
H 1.671 3.266 -3.969 0.000 -0.059 0.012 0.00
H 3.046 5.382 -2.506 -0.044 -0.240 0.312 0.00
H 3.791 3.851 -2.872 -0.499 -0.214 0.013 0.00
H 3.262 4.035 -0.260 -0.045 -0.044 -0.222 0.00
C 3.652 -4.472 0.655 1.220 0.300 0.191 0.00
C 3.586 -2.996 0.861 0.024 -0.224 0.141 0.01
C 4.651 -2.094 0.869 -1.523 0.722 -0.030 0.00
C 4.043 -0.821 1.020 0.670 -1.361 0.436 0.01
N 2.733 -0.960 1.160 -2.034 -0.211 0.148 0.01
N 2.416 -2.324 1.060 1.603 0.411 -0.240 0.00
C 4.710 0.491 1.274 -0.846 -0.686 -0.798 0.00
H 4.205 -4.907 1.508 -0.420 0.016 -0.292 0.00
H 4.307 -4.646 -0.233 -0.824 -0.090 0.515 0.00
H 2.667 -4.905 0.587 -0.137 -0.312 -0.149 0.00
H 5.705 -2.306 0.839 -0.018 -0.093 -0.194 0.00
H 1.521 -2.734 1.408 0.690 0.375 -0.359 0.00
H 5.669 0.463 0.770 0.171 0.376 0.096 0.00
H 4.835 0.494 2.359 0.088 0.747 -0.122 0.00
H 4.047 1.272 0.849 0.630 0.015 0.680 0.00
```
Forces are in eV/Å.

- Orbital gap (alpha / beta): 0.2020 / 0.2802 hartree
- 2S+1: 4
- HOMO (alpha / beta): -13.943 / -13.951 eV
- Total charge: +2
- E_LUMO (alpha / beta): -8.44 / -6.33 eV
- ⟨S²⟩: 3.959

Entry 3:
Molecular formula: C31H34BiN6O2
Method: DFT, the ωB97M-V functional and the def2-TZVPD basis

The geometry in XYZ format:
```
74
Properties=species:S:1:pos:R:3:forces:R:3:mulliken_charge:R:1
Bi -0.188 1.158 0.097 -0.084 -0.044 0.057 1.77
O -1.653 -0.439 0.174 -0.039 0.041 -0.053 -0.88
C -2.869 -0.225 0.658 0.075 -0.019 0.004 0.35
C -3.977 -0.740 -0.029 -0.034 -0.017 -0.013 -0.54
C -5.256 -0.562 0.452 0.025 -0.011 -0.017 -0.50
C -5.489 0.127 1.644 -0.005 0.021 0.024 -0.75
C -4.413 0.616 2.344 -0.017 -0.006 0.005 -0.78
C -3.098 0.463 1.870 -0.027 0.009 0.009 0.60
C -2.034 0.934 2.724 -0.024 -0.075 0.047 -0.02
N -0.793 1.048 2.426 0.004 0.029 -0.071 -0.11
C 0.118 1.497 3.484 0.024 0.018 -0.001 -0.91
C 1.525 1.645 2.940 -0.031 -0.047 0.046 -0.91
N 1.525 2.456 1.726 0.058 0.009 -0.042 0.02
C 2.417 3.363 1.667 -0.020 0.000 0.023 -0.20
C 2.737 4.305 0.596 -0.060 -0.047 -0.038 0.63
C 3.866 5.103 0.826 0.000 0.007 0.006 -0.79
C 4.304 6.041 -0.084 -0.008 0.008 -0.020 -0.86
C 3.589 6.205 -1.265 0.030 0.008 0.024 -0.47
C 2.469 5.437 -1.519 -0.052 -0.017 -0.034 -0.77
C 2.032 4.481 -0.604 0.119 0.083 0.038 0.94
O 0.934 3.736 -0.862 -0.020 -0.051 0.013 -0.30
H -3.795 -1.292 -0.942 0.001 0.003 0.001 0.44
H -6.092 -0.970 -0.102 0.001 0.002 -0.003 0.40
H -6.494 0.257 2.018 0.002 -0.002 -0.002 0.41
H -4.568 1.127 3.288 0.002 0.001 -0.002 0.36
H -2.345 1.200 3.739 0.017 0.003 0.006 0.38
H 0.129 0.756 4.287 -0.014 0.025 0.017 0.45
H -0.233 2.445 3.900 -0.007 0.020 -0.040 0.45
H 1.911 0.656 2.682 -0.004 0.015 -0.018 0.09
H 2.171 2.072 3.712 0.009 -0.019 0.006 0.55
H 3.081 3.483 2.530 0.001 -0.001 -0.002 0.18
H 4.405 4.971 1.757 -0.001 0.000 0.000 0.38
H 5.178 6.640 0.121 0.000 -0.001 0.002 0.42
H 3.903 6.942 -1.992 -0.001 -0.002 -0.001 0.42
H 1.907 5.583 -2.432 -0.004 -0.010 0.009 0.36
N -0.090 3.948 -3.482 -0.037 0.012 0.058 -0.60
C 0.014 2.493 -3.673 0.017 0.023 0.020 1.05
C -1.284 1.823 -3.252 0.043 -0.045 0.024 -1.41
C -1.105 0.307 -3.223 -0.021 -0.001 -0.014 0.18
N -0.140 -0.059 -2.162 -0.019 0.026 0.039 -0.26
C -0.684 -0.187 -4.612 -0.009 -0.005 -0.002 -1.43
C 0.539 0.540 -5.185 -0.001 0.016 0.003 0.28
N 1.743 0.137 -4.436 -0.006 -0.003 -0.003 -0.57
C 0.369 2.059 -5.090 -0.014 -0.036 0.008 -1.71
H -1.045 4.261 -3.627 0.025 0.013 -0.047 0.22
H 0.482 4.444 -4.157 0.034 0.004 0.028 0.28
H 0.559 3.988 -1.747 -0.058 0.002 -0.063 0.25
H 0.815 2.147 -3.009 0.011 -0.008 -0.029 0.08
H -2.072 2.082 -3.966 -0.006 0.008 0.003 0.56
H -1.609 2.190 -2.274 -0.010 0.006 0.005 0.20
H -2.058 -0.155 -2.958 -0.005 0.017 0.014 0.11
H 0.805 -0.070 -2.549 0.002 0.016 -0.018 0.30
H -0.344 -0.988 -1.807 0.011 -0.010 -0.022 0.41
H -1.524 -0.043 -5.296 0.003 -0.004 0.002 0.46
H -0.490 -1.263 -4.578 -0.001 -0.005 -0.010 0.43
H 0.620 0.279 -6.245 0.006 -0.012 0.000 0.40
H 2.552 0.655 -4.762 0.000 -0.002 -0.007 0.23
H 1.943 -0.842 -4.606 0.009 -0.005 0.002 0.25
H -0.423 2.373 -5.777 -0.005 0.020 0.003 0.33
H 1.292 2.550 -5.417 0.000 0.000 -0.012 0.49
N 9.025 -2.780 -0.357 -0.009 0.003 -0.006 -0.45
C 7.937 -2.424 -0.263 0.010 -0.005 0.012 -0.10
C 6.576 -1.973 -0.144 -0.016 0.005 -0.006 0.55
C 5.561 -2.889 0.124 0.016 -0.009 0.000 -0.72
C 4.254 -2.453 0.234 -0.018 0.009 0.000 -0.49
C 3.952 -1.100 0.077 0.002 -0.012 0.034 0.40
C 4.975 -0.187 -0.189 0.004 0.008 0.004 -0.45
C 6.282 -0.620 -0.300 0.006 -0.009 0.001 -0.74
C 2.601 -0.631 0.187 -0.034 -0.115 -0.069 0.77
C 1.458 -0.240 0.277 0.166 0.160 0.067 -1.11
H 5.804 -3.935 0.245 -0.006 -0.001 0.001 0.46
H 3.460 -3.156 0.444 0.004 -0.003 -0.001 0.49
H 4.736 0.861 -0.308 -0.003 0.001 -0.003 0.58
H 7.079 0.081 -0.505 -0.004 0.002 -0.001 0.46
```
Forces are in eV/Å.

- Orbital gap: 0.3052 hartree
- HOMO: -10.816 eV
- Total charge: +1
- E_LUMO: -2.51 eV

| no. | DFT total energy (eV) |
| --- | --- |
| 1 | -125702.643 |
| 2 | -171766.736 |
| 3 | -51568.388 |